Arrangement one

Density functional theory data (ωB97M-V/def2-TZVPD) for one molecule with the formula C3H5N3O.

Values from the calculation:
HOMO-LUMO gap in eV: 8.41
SMILES: Nc1nc(O)c[nH]1
HOMO energy in eV: -7.67
Molar mass in g/mol: 99.09
Multiplicity: 1
LUMO energy in eV: 0.74

Element x y z (Å)
N1 1.58 1.56 0.00
C1 0.60 0.57 0.03
N2 0.23 -0.11 1.09
C2 -0.72 -0.98 0.62
O1 -1.41 -1.83 1.43
C3 -0.93 -0.85 -0.71
N3 -0.06 0.18 -1.09
H1 1.50 2.23 0.75
H2 1.65 2.04 -0.89
H3 -0.87 -2.02 2.20
H4 -1.58 -1.36 -1.40
H5 0.00 0.57 -2.01


Arrangement two

Density functional theory data (ωB97M-V/def2-TZVPD) for one molecule with the formula C3H5N3O.

Values from the calculation:
HOMO-LUMO gap in eV: 8.27
SMILES: O/C=C1\N=CNN1
HOMO energy in eV: -7.32
Molar mass in g/mol: 99.09
Multiplicity: 1
LUMO energy in eV: 0.95

Element x y z (Å)
O1 -2.49 0.79 0.99
C1 -1.72 0.28 -0.01
C2 -0.40 0.14 0.00
N1 0.32 -0.29 -1.18
N2 1.61 -0.65 -0.67
C3 1.62 -0.16 0.64
N3 0.50 0.30 1.08
H1 -1.90 1.22 1.61
H2 -0.12 -1.13 -1.54
H3 -2.29 -0.04 -0.88
H4 2.34 -0.26 -1.26
H5 2.53 -0.22 1.22


The structure with the least stability is arrangement two.


Arrangement one

Density functional theory data (ωB97M-V/def2-TZVPD) for C3H5N3O as an isolated structure.

Values from the calculation:
HOMO-LUMO gap in eV: 7.21
HOMO energy in eV: -7.22
Molar mass in g/mol: 99.09
Multiplicity: 1
LUMO energy in eV: -0.01

Element x y z (Å)
N1 -1.94 -0.29 0.59
C1 -0.55 -0.01 0.21
N2 0.42 -0.91 0.18
C2 1.41 -0.14 -0.33
O1 2.66 -0.63 -0.54
C3 0.97 1.15 -0.57
N3 -0.35 1.22 -0.21
H1 -2.05 -0.60 1.56
H2 -2.40 -0.97 -0.02
H3 2.61 -1.57 -0.31
H4 1.50 2.00 -0.97
H5 -2.31 0.67 0.45


Arrangement two

Density functional theory data (ωB97M-V/def2-TZVPD) for one molecule with the formula C3H5N3O.

Values from the calculation:
HOMO-LUMO gap in eV: 10.68
SMILES: [H]/N=C/N1N=C1CO
HOMO energy in eV: -9.97
Molar mass in g/mol: 99.09
Multiplicity: 1
LUMO energy in eV: 0.71

Element x y z (Å)
O1 0.60 -1.37 -2.19
C1 0.91 -0.64 -1.04
C2 -0.11 0.39 -0.70
N1 -1.19 0.91 -1.00
N2 -1.07 -0.06 1.74
C3 -0.72 1.12 1.46
N3 -0.23 1.50 0.17
H1 0.52 -0.75 -2.93
H2 1.88 -0.11 -1.10
H3 0.97 -1.34 -0.20
H4 -1.38 -0.11 2.72
H5 -0.71 1.96 2.15


The structure with the least stability is arrangement two.


Arrangement one

Density functional theory data (ωB97M-V/def2-TZVPD) for one molecule with the formula C3H5N3O.

Values from the calculation:
HOMO-LUMO gap in eV: 11.10
SMILES: COn1cncn1
HOMO energy in eV: -10.18
Molar mass in g/mol: 99.09
Multiplicity: 1
LUMO energy in eV: 0.92

Element x y z (Å)
C1 -2.06 -1.06 0.21
C2 0.75 -0.15 -0.99
C3 1.54 0.51 0.90
H1 -1.77 -0.88 1.24
H2 -1.55 -2.02 -0.17
H3 -3.10 -1.02 -0.08
H4 0.54 -0.46 -1.98
H5 2.27 0.61 1.69
N1 -0.19 0.35 -0.24
N2 1.93 0.08 -0.38
N3 0.27 0.71 1.06
O1 -1.48 -0.01 -0.57


Arrangement two

Density functional theory data (ωB97M-V/def2-TZVPD) for one molecule with the formula C3H5N3O.

Values from the calculation:
HOMO-LUMO gap in eV: 9.67
SMILES: [H]/N=N\CCN=C=O
HOMO energy in eV: -8.94
Molar mass in g/mol: 99.09
Multiplicity: 1
LUMO energy in eV: 0.73

Element x y z (Å)
C1 1.43 1.42 -0.52
C2 -0.82 -0.89 0.40
C3 0.73 -0.75 0.41
N1 -1.31 1.18 -0.48
N2 -1.21 0.53 0.53
N3 1.13 0.26 -0.41
O1 1.66 2.52 -0.67
H1 -1.20 -1.18 -0.60
H2 -1.15 -1.45 1.20
H3 0.95 -0.63 1.54
H4 1.05 -1.74 0.11
H5 -1.25 0.72 -1.50


The structure with the least stability is arrangement one.


Arrangement one

Density functional theory data (ωB97M-V/def2-TZVPD) for C3H5N3O as an isolated structure.

Values from the calculation:
HOMO-LUMO gap in eV: 9.77
HOMO energy in eV: -9.22
Molar mass in g/mol: 99.09
Multiplicity: 1
LUMO energy in eV: 0.55

Element x y z (Å)
N1 2.00 0.03 0.24
C1 0.63 0.15 -0.01
C2 -0.18 1.31 0.21
N2 -1.44 0.75 0.20
C3 -1.50 -0.64 0.12
O1 -2.48 -1.35 0.13
N3 -0.17 -1.00 -0.01
H1 2.52 -0.44 -0.49
H2 2.40 0.95 0.43
H3 0.39 0.90 -1.00
H4 -2.29 1.30 0.22
H5 0.13 -1.96 -0.04


Arrangement two

Density functional theory data (ωB97M-V/def2-TZVPD) for one molecule with the formula C3H5N3O.

Values from the calculation:
HOMO-LUMO gap in eV: 9.60
SMILES: Cn1cc(O)nn1
HOMO energy in eV: -9.04
Molar mass in g/mol: 99.09
Multiplicity: 1
LUMO energy in eV: 0.56

Element x y z (Å)
C1 0.44 2.41 0.05
C2 -0.74 0.20 0.49
C3 -0.40 -1.04 0.13
H1 -0.48 2.85 0.52
H2 0.56 2.84 -0.94
H3 1.34 2.58 0.73
H4 -1.59 0.56 1.08
H5 -2.00 -1.92 0.60
N1 0.22 0.98 -0.04
N2 0.74 -1.05 -0.58
N3 1.12 0.24 -0.72
O1 -1.03 -2.19 0.42


The structure with the least stability is arrangement one.


Arrangement one

Density functional theory data (ωB97M-V/def2-TZVPD) for one molecule with the formula C3H5N3O.

Values from the calculation:
HOMO-LUMO gap (alpha / beta) in eV: 8.41 / 8.41
SMILES: N/C(=N/[O-])C1=C[NH2+]1
HOMO energy (alpha / beta) in eV: -8.05 / -8.05
Molar mass in g/mol: 99.09
Multiplicity: 1
LUMO energy (alpha / beta) in eV: 0.35 / 0.35

Element x y z (Å)
N1 -1.01 0.47 -1.39
C1 -0.22 0.39 -0.19
C2 -0.41 1.69 -0.29
O1 0.90 1.37 1.73
N2 1.15 0.15 1.61
C3 0.50 -0.49 0.59
N3 0.65 -1.87 0.31
H1 -1.92 0.01 -1.36
H2 -0.53 0.36 -2.28
H3 -1.12 2.43 0.05
H4 1.62 -2.08 0.12
H5 0.38 -2.43 1.11


Arrangement two

Density functional theory data (ωB97M-V/def2-TZVPD) for one molecule with the formula C3H5N3O.

Values from the calculation:
HOMO-LUMO gap in eV: 9.57
HOMO energy in eV: -8.73
Molar mass in g/mol: 99.09
Multiplicity: 1
LUMO energy in eV: 0.84

Element x y z (Å)
N1 -1.17 0.10 -1.47
C1 -0.50 -0.08 -0.24
C2 0.66 -0.93 0.00
N2 1.41 -0.25 1.01
C3 0.78 0.85 1.53
O1 -0.64 -1.34 0.41
N3 -0.31 0.98 0.71
H1 -2.04 0.61 -1.38
H2 -0.58 0.58 -2.14
H3 1.16 -1.56 -0.73
H4 2.23 -0.64 1.43
H5 -1.01 1.68 0.88


The structure with the least stability is arrangement one.


Arrangement one

Density functional theory data (ωB97M-V/def2-TZVPD) for one molecule with the formula C3H5N3O.

Values from the calculation:
HOMO-LUMO gap in eV: 7.64
HOMO energy in eV: -7.35
Molar mass in g/mol: 99.09
Multiplicity: 1
LUMO energy in eV: 0.30

Element x y z (Å)
C1 0.76 -1.53 -0.08
C2 -1.22 -0.24 0.41
C3 -2.24 0.72 0.06
N1 -0.46 -1.08 0.05
N2 1.80 -0.69 -0.09
N3 1.60 0.55 0.06
O1 2.77 1.25 0.02
H1 0.92 -2.58 -0.21
H2 -3.05 0.73 0.78
H3 -1.76 1.70 0.07
H4 -2.63 0.53 -0.95
H5 3.52 0.63 -0.11


Arrangement two

Density functional theory data (ωB97M-V/def2-TZVPD) for C3H5N3O as an isolated structure.

Values from the calculation:
HOMO-LUMO gap in eV: 8.27
HOMO energy in eV: -7.41
Molar mass in g/mol: 99.09
Multiplicity: 1
LUMO energy in eV: 0.86

Element x y z (Å)
N1 1.95 -0.11 -0.14
C1 0.59 -0.03 -0.17
C2 -0.18 1.05 0.03
N2 -1.51 0.73 -0.48
C3 -1.43 -0.57 0.07
O1 -1.91 -0.90 1.11
N3 -0.24 -1.12 -0.52
H1 2.46 -0.96 -0.16
H2 2.44 0.74 0.09
H3 0.08 2.00 0.45
H4 -2.26 1.23 -0.02
H5 0.00 -2.06 -0.24


The structure with the least stability is arrangement one.